# 1
Entry from OMol25: 11 unconnected molecules or ions with the total composition C34H94N4O11 in a non-equilibrium geometry (ωB97M-V/def2-TZVPD).

```
143
Properties=species:S:1:pos:R:3:lowdin_charge:R:1
C -12.6332 21.2895 28.2305 -0.04
C -12.4137 20.6130 29.6091 -0.51
C -13.7040 20.6440 30.4054 -0.05
O -12.0487 19.2773 29.4463 -0.05
H -13.1431 20.6379 27.5209 0.07
H -11.6642 21.5489 27.8042 0.06
H -13.2261 22.1903 28.3885 0.07
H -11.5685 21.0384 30.1502 0.13
H -14.3476 19.8409 30.0462 0.09
H -14.1953 21.6027 30.2392 0.07
H -13.4348 20.5192 31.4542 0.08
H -11.3928 19.1898 28.7508 0.08
C -10.4520 22.1476 23.0404 -0.03
C -11.5502 21.0883 23.3090 -0.44
C -11.0826 19.6969 22.9194 -0.05
O -11.7370 21.0269 24.7012 -0.10
H -9.4468 21.8598 23.3482 0.05
H -10.6907 23.1278 23.4531 0.06
H -10.2883 22.3491 21.9818 0.08
H -12.4767 21.4666 22.8773 0.14
H -10.8907 19.7050 21.8464 0.08
H -11.8718 18.9452 22.9309 0.06
H -10.2624 19.3420 23.5434 0.06
H -12.6722 20.8259 24.7818 0.04
C -13.1405 24.8814 23.7301 -0.04
C -13.3314 25.6661 25.0156 -0.53
C -13.7283 27.0912 24.5647 -0.06
O -14.3827 25.1301 25.7450 -0.04
H -14.1078 24.9598 23.2339 0.10
H -12.7580 23.9359 24.1146 0.06
H -12.3182 25.3202 23.1650 0.08
H -12.4648 25.6746 25.6766 0.13
H -13.1013 27.3954 23.7266 0.06
H -13.6274 27.7818 25.4019 0.08
H -14.7225 27.2111 24.1344 0.08
H -14.3841 25.6522 26.5507 0.09
C -10.8437 16.2703 21.0371 -0.06
C -10.2218 15.7409 19.7566 -0.49
C -8.7090 15.7076 19.7718 -0.06
O -10.6863 14.4147 19.5171 -0.03
H -11.9221 16.4289 21.0496 0.07
H -10.4138 17.2428 21.2770 0.06
H -10.5586 15.6356 21.8761 0.09
H -10.4913 16.4872 19.0092 0.12
H -8.2961 15.1422 20.6072 0.08
H -8.2284 16.6789 19.8892 0.06
H -8.3195 15.2744 18.8505 0.08
H -11.6404 14.4763 19.6046 0.08
C -7.8371 24.3455 20.8167 -0.07
C -6.8529 23.3090 21.2916 -0.44
C -6.4894 23.3922 22.8310 -0.04
O -7.5095 22.0787 21.1846 -0.07
H -7.8611 24.4082 19.7288 0.08
H -7.5672 25.3560 21.1236 0.07
H -8.8974 24.1735 21.0016 0.07
H -5.9660 23.3618 20.6603 0.13
H -5.7787 22.6495 23.1935 0.07
H -7.3592 23.1494 23.4414 0.05
H -6.1513 24.3952 23.0915 0.07
H -7.3416 21.5997 21.9994 0.01
C -7.6525 18.1124 22.3662 -0.06
C -6.6187 19.1095 22.8390 -0.48
C -5.5689 19.4194 21.8352 -0.04
O -7.3585 20.2705 23.1846 -0.10
H -8.2111 18.4893 21.5095 0.08
H -8.4056 17.8689 23.1156 0.07
H -7.2404 17.1312 22.1307 0.08
H -6.1989 18.7491 23.7782 0.14
H -5.9625 19.8646 20.9214 0.09
H -5.0392 18.4832 21.6592 0.09
H -4.8892 20.1702 22.2385 0.08
H -7.8076 20.0985 24.0155 0.04
O -14.6659 20.1600 24.8229 -0.03
H -15.1950 20.9396 24.9919 0.07
H -15.1678 19.6651 24.1753 0.06
C -11.6522 16.0857 25.4551 -0.05
C -12.8012 17.0726 25.0659 -0.40
C -14.2273 16.5299 25.2314 -0.22
O -14.5193 15.6172 24.2040 -0.18
C -15.8973 15.2629 24.2760 -0.10
N -12.6293 18.3763 25.6961 0.06
H -10.6602 16.4419 25.1770 0.06
H -11.7216 15.1574 24.8881 0.07
H -11.5445 15.8016 26.5019 0.07
H -12.6417 17.2008 23.9952 0.10
H -14.9182 17.3726 25.2067 0.10
H -14.3526 16.1477 26.2445 0.13
H -16.0519 14.5932 23.4300 0.09
H -16.5306 16.1406 24.1466 0.08
H -16.0620 14.7314 25.2133 0.09
H -13.4263 18.9709 25.5189 0.01
H -11.8978 18.9341 25.2792 0.03
C -8.8436 26.0338 23.9037 -0.04
C -8.8778 27.5094 24.3130 -0.42
C -10.2850 28.1452 24.2189 -0.21
O -10.2578 29.4849 24.6446 -0.18
C -9.6102 30.3930 23.7920 -0.11
N -8.3542 27.6905 25.6770 0.06
H -9.7109 25.5576 24.3609 0.07
H -7.9363 25.5119 24.2079 0.05
H -8.9900 25.8784 22.8348 0.06
H -8.2624 28.1540 23.6854 0.11
H -10.8077 27.5629 24.9778 0.11
H -10.7563 28.0850 23.2379 0.13
H -8.9789 31.0548 24.3850 0.09
H -10.2783 31.0458 23.2302 0.09
H -8.8813 29.9641 23.1044 0.08
H -8.7319 26.9040 26.1858 0.06
H -8.9211 28.4007 26.1178 0.06
C -12.9750 19.2609 19.4153 -0.07
C -13.2182 18.4849 18.0718 -0.40
C -14.4360 17.4752 18.1461 -0.15
O -14.7158 16.9352 16.8070 -0.23
C -14.0431 15.7060 16.4829 -0.09
N -13.4723 19.5269 17.0635 0.03
H -12.8991 18.5870 20.2687 0.05
H -13.6646 20.0847 19.5992 0.07
H -12.0413 19.8048 19.2720 0.07
H -12.2817 17.9532 17.9032 0.12
H -15.3372 18.0178 18.4317 0.12
H -14.2199 16.7006 18.8818 0.11
H -14.1833 15.3774 15.4531 0.09
H -14.3929 15.0188 17.2533 0.08
H -12.9773 15.8970 16.6074 0.08
H -14.3352 20.0222 17.2376 0.07
H -13.6291 19.0008 16.2157 0.06
C -7.2713 19.8678 27.3620 -0.04
C -8.3305 20.8011 26.6728 -0.37
C -7.6791 22.0270 26.0117 -0.18
O -7.0231 22.7582 27.0605 -0.18
C -6.3007 23.8762 26.5338 -0.09
N -9.0325 19.9103 25.7383 0.05
H -7.6818 19.1294 28.0507 0.07
H -6.6441 20.5339 27.9545 0.07
H -6.5080 19.4542 26.7028 0.07
H -9.1163 21.0530 27.3849 0.13
H -8.4254 22.5994 25.4607 0.12
H -6.8551 21.7378 25.3593 0.11
H -6.9627 24.4957 25.9288 0.06
H -5.4675 23.6117 25.8826 0.08
H -5.9102 24.5219 27.3204 0.09
H -9.4809 19.2022 26.3019 0.08
H -9.8415 20.3764 25.3532 0.03
```

Computed properties:
Molar mass   735.1 u
E_tot   -2398.2938 Ha
Multiplicity   1
Largest force on an atom   2.6 eV/Å
Highest occupied orbital energy   -8.986 eV



# 2
Entry from OMol25: 10 unconnected molecules or ions with the total composition C34H95N7O10 in a non-equilibrium geometry (ωB97M-V/def2-TZVPD).

```
146
Properties=species:S:1:pos:R:3:lowdin_charge:R:1
C 5.4568 0.6469 -3.2977 -0.09
C 4.9899 1.9447 -3.9523 -0.32
O 4.3988 2.7725 -2.9874 -0.09
H 4.6639 0.1417 -2.7462 0.05
H 6.2163 0.8412 -2.5405 0.07
H 5.8345 -0.1155 -3.9790 0.08
H 4.2062 1.6600 -4.6544 0.11
H 5.8468 2.4697 -4.3744 0.11
H 4.0415 3.5568 -3.4103 0.08
C -4.0688 0.4136 4.5153 -0.09
C -4.9339 1.3881 3.7500 -0.33
O -4.0933 2.2700 3.0747 -0.09
H -3.4544 0.9720 5.2215 0.08
H -3.3726 -0.1081 3.8587 0.06
H -4.7100 -0.2479 5.0980 0.08
H -5.5787 1.9911 4.3894 0.12
H -5.6042 0.7816 3.1410 0.10
H -3.9295 2.9775 3.7025 0.10
C -1.2051 0.6924 -5.7373 -0.07
C -0.5400 0.1886 -4.4892 -0.37
O 0.7917 0.6040 -4.4028 -0.10
H -0.5984 0.3431 -6.5728 0.08
H -1.2767 1.7790 -5.6914 0.07
H -2.2479 0.3750 -5.7423 0.07
H -0.5150 -0.8998 -4.4366 0.09
H -0.9720 0.6677 -3.6106 0.09
H 1.1384 0.3912 -3.5332 0.01
C 5.3510 -3.3655 -0.7589 -0.06
C 4.9740 -3.1418 0.6910 -0.46
C 3.5723 -2.4154 0.8105 -0.14
O 3.5308 -1.1150 0.1576 -0.26
C 4.5295 -0.1493 0.4970 -0.07
N 4.9246 -4.4161 1.3395 0.04
H 5.5562 -2.4291 -1.2776 0.07
H 4.5318 -3.7902 -1.3390 0.09
H 6.2799 -3.9334 -0.8118 0.08
H 5.7363 -2.4915 1.1201 0.13
H 3.3111 -2.3382 1.8659 0.12
H 2.7817 -3.0464 0.4043 0.10
H 4.5398 -0.0527 1.5827 0.09
H 4.1800 0.7186 -0.0622 0.09
H 5.5224 -0.4752 0.1872 0.08
H 4.1827 -4.8930 0.8473 0.07
H 5.7829 -4.8533 1.0357 0.07
C 0.8806 -5.9156 -3.1178 -0.06
C -0.3662 -5.1517 -2.5536 -0.40
C -1.3367 -4.5455 -3.6531 -0.18
O -2.2778 -3.6435 -3.1457 -0.20
C -2.8813 -2.8212 -4.1172 -0.10
N -1.0528 -6.0177 -1.6006 0.04
H 1.3501 -5.3753 -3.9398 0.07
H 0.5351 -6.8712 -3.5123 0.07
H 1.6333 -6.1093 -2.3536 0.06
H 0.1333 -4.3561 -2.0008 0.10
H -1.9409 -5.3572 -4.0582 0.12
H -0.7638 -4.0546 -4.4399 0.12
H -3.6445 -2.1714 -3.6889 0.08
H -3.4307 -3.4246 -4.8397 0.09
H -2.1800 -2.1013 -4.5392 0.06
H -1.7833 -5.4908 -1.1436 0.04
H -0.4867 -6.3381 -0.8279 0.05
C 0.1743 -1.2924 -1.1160 -0.04
C 0.5987 0.1593 -0.9552 -0.40
C 0.7890 0.6586 0.4668 -0.14
O -0.5172 0.7392 1.1151 -0.22
C -0.4795 1.2503 2.4090 -0.11
N 1.8118 0.2748 -1.7307 0.06
H 0.0807 -1.5809 -2.1629 0.07
H -0.8321 -1.4352 -0.7226 0.07
H 0.7614 -2.1070 -0.6919 0.06
H -0.1261 0.7998 -1.4577 0.13
H 1.3001 1.6176 0.3828 0.11
H 1.3666 -0.0070 1.1082 0.12
H -1.4512 1.1729 2.8969 0.07
H -0.0682 2.2483 2.5605 0.08
H 0.0931 0.5152 2.9747 0.09
H 2.2671 1.1631 -1.5770 0.07
H 2.4438 -0.3893 -1.3069 0.05
C 0.4231 3.6189 -3.2923 -0.06
C 0.1153 4.7999 -2.3766 -0.38
C -0.4247 4.3911 -0.9806 -0.22
O -0.7528 5.4937 -0.1796 -0.19
C -1.3214 5.1777 1.1370 -0.06
N 1.3965 5.5303 -2.2381 0.03
H 1.2006 2.9410 -2.9399 0.06
H 0.7943 3.9076 -4.2756 0.08
H -0.4935 3.0913 -3.5560 0.07
H -0.6259 5.4756 -2.8034 0.14
H 0.2233 3.6965 -0.4462 0.11
H -1.3770 3.8694 -1.0760 0.11
H -0.5481 4.7782 1.7931 0.05
H -2.1379 4.4558 1.1485 0.07
H -1.5768 6.1200 1.6217 0.09
H 1.2767 6.2864 -1.5793 0.06
H 2.1305 4.9681 -1.8313 0.06
C 1.2520 6.9318 3.5780 -0.04
C 1.3533 5.5211 4.2221 -0.43
C 2.1018 4.4401 3.4066 -0.23
O 1.8847 3.1557 3.9389 -0.19
C 2.8399 2.2385 3.3821 -0.10
N 1.9271 5.5705 5.5695 0.04
H 2.2328 7.3949 3.4704 0.08
H 0.5513 7.5291 4.1613 0.08
H 0.8386 6.7043 2.5954 0.06
H 0.3414 5.1402 4.3598 0.13
H 3.1616 4.6937 3.3826 0.12
H 1.8110 4.4596 2.3563 0.11
H 3.8743 2.5709 3.4701 0.08
H 2.6907 2.1468 2.3063 0.07
H 2.7884 1.2957 3.9268 0.09
H 2.1882 4.6096 5.7385 0.06
H 2.8373 6.0021 5.4974 0.06
C -3.4243 0.5169 -1.8419 -0.06
C -3.8887 0.7815 -0.4560 -0.42
C -3.8023 -0.4228 0.5555 -0.18
O -4.5783 -1.5496 0.1805 -0.19
C -5.9854 -1.2869 0.2227 -0.09
N -3.1677 1.9082 0.1569 0.07
H -4.1944 -0.1309 -2.2607 0.07
H -2.5146 -0.0790 -1.7679 0.07
H -3.3475 1.4262 -2.4380 0.09
H -4.9299 1.0462 -0.6404 0.12
H -3.9348 -0.1689 1.6072 0.10
H -2.7793 -0.7988 0.5664 0.11
H -6.5808 -2.1725 0.0009 0.09
H -6.2085 -0.6498 -0.6332 0.07
H -6.2529 -0.7370 1.1250 0.08
H -3.5947 2.1696 1.0341 0.03
H -2.2985 1.5385 0.5145 0.03
C 0.0358 -3.7958 1.4491 -0.06
C -0.9254 -4.6358 2.2944 -0.42
C -1.9009 -3.7529 3.0917 -0.16
O -2.7941 -4.6519 3.8580 -0.20
C -3.9319 -3.9493 4.3081 -0.11
N -1.6109 -5.5428 1.3881 0.04
H 0.4535 -2.9728 2.0291 0.08
H -0.4957 -3.4136 0.5776 0.06
H 0.7878 -4.4220 0.9691 0.07
H -0.4849 -5.3325 3.0076 0.14
H -2.3841 -3.0744 2.3886 0.12
H -1.3973 -3.0717 3.7776 0.12
H -4.6076 -4.5735 4.8927 0.09
H -4.4596 -3.6364 3.4071 0.08
H -3.6352 -3.0289 4.8112 0.07
H -2.3061 -5.8358 2.0597 0.06
H -2.2086 -5.0577 0.7342 0.07
```

Computed properties:
Molar mass   762.2 u
E_tot   -2487.8610 Ha
Multiplicity   1
Largest force on an atom   2.2 eV/Å
Highest occupied orbital energy   -8.702 eV